Molecular formula: C28H20CuF10N6
Method: DFT, ωB97M-V with the def2-TZVPD basis set

total charge: -1
gap between HOMO and LUMO: 5.8 eV
max |F|: 2.99 eV Å⁻¹

Each line ends with the natural charge from an NBO analysis.
Atoms and positions in Å:
H  -0.3788  2.7693  3.6112  0.1582
H  -1.5491  -4.1047  -2.4580  0.2081
H  -3.6998  -3.0864  -1.7369  0.2172
F  -1.7672  5.5603  0.1478  -0.3345
C  -3.1378  2.5539  -1.3870  0.3031
F  -3.8527  4.9605  -3.9930  -0.3083
C  1.5907  -1.1444  -3.4033  0.2495
C  1.9453  -3.8315  -0.4666  -0.2219
F  3.6964  -2.0168  -4.1836  -0.3253
C  -1.5593  -3.3827  -1.6809  -0.1281
C  2.9615  -1.2266  -3.3275  0.1829
H  0.4700  -0.8683  2.8888  0.1992
C  -2.4693  3.3115  -0.3671  0.0812
C  -0.1554  -0.0330  3.2526  -0.3998
C  -2.7362  -1.7237  -0.4077  0.0606
N  0.6920  0.8715  -0.4483  -0.7482
C  -3.3979  4.3983  -2.8599  0.1885
H  0.1584  0.2637  4.2633  0.1626
F  3.4591  0.1067  -0.0111  -0.3484
Cu  -1.2596  0.6716  0.3480  0.8699
H  3.8146  -2.1098  3.4127  0.1962
C  -2.8867  5.2010  -1.8286  0.2714
C  2.9607  -2.6941  1.4856  -0.2862
H  3.7036  -2.1834  0.8592  0.2448
H  -1.2008  -0.3664  3.2934  0.2045
H  0.7966  2.7905  0.2672  0.1977
C  -2.4164  4.6871  -0.6593  0.2569
C  1.3360  1.8583  0.4333  -0.2362
C  2.8003  -0.1207  -1.1914  0.2088
C  -2.7603  -2.8149  -1.2878  -0.2611
N  -0.0808  1.0780  2.3109  -0.4989
H  0.2331  -4.0820  3.6495  0.1814
H  -3.6445  -1.1999  -0.0254  0.2147
C  -3.5329  3.0795  -2.5798  0.2598
H  -0.4119  3.8346  1.3664  0.1753
C  3.5866  -0.7645  -2.1644  0.2868
N  -1.6040  -1.3292  0.1607  -0.5260
C  1.4081  0.1619  -1.2973  0.1015
C  1.9512  -3.4430  0.9476  0.1886
C  1.3161  1.4286  1.9176  -0.2192
F  -2.8477  6.5655  -2.0497  -0.3255
F  0.9388  -1.6232  -4.4875  -0.3094
N  1.0324  -4.0014  1.7334  -0.4538
C  -1.2671  3.2717  1.7655  -0.2254
F  -4.1934  2.2861  -3.4982  -0.3225
H  -1.7624  1.8390  3.2817  0.1964
F  -3.2391  1.1981  -1.2750  -0.3302
H  1.8135  2.1129  2.6346  0.1743
H  1.8484  0.4747  1.9551  0.1948
F  4.9490  -0.9215  -1.9853  -0.3200
H  0.9231  -4.1099  -2.2799  0.2117
N  -1.9870  2.6158  0.6693  -0.7560
C  -0.8476  2.2086  2.7986  -0.2243
H  2.8149  -4.3232  -0.8759  0.2240
H  0.4630  -1.6654  0.3018  0.2125
C  0.8892  -0.4330  -2.4964  0.2992
C  -0.4929  -2.0004  -0.1265  0.0890
F  -0.4746  -0.2756  -2.6905  -0.3293
N  2.0939  -3.0983  3.6688  -0.4599
C  3.0052  -2.5541  2.8858  0.0751
C  -0.4071  -3.0658  -0.9989  -0.1330
C  0.8580  -3.7758  -1.2618  -0.1333
C  1.0688  -3.7206  3.0189  0.2530
H  2.4005  1.9441  0.1779  0.1871
H  -1.9589  3.9908  2.2832  0.1783

Forces on the atoms, in the same order (eV/Å):
H 0.718 -0.044 0.275
H 0.024 -0.708 -0.548
H -0.096 -0.142 -0.173
F -0.013 -0.021 0.375
C 0.433 -0.312 0.218
F -0.171 -0.042 -0.124
C -0.229 0.061 -1.303
C -1.411 -0.364 -1.066
F -0.602 0.595 0.183
C -0.900 -0.096 0.551
C 2.006 -1.084 0.543
H -0.280 0.360 0.237
C -0.056 -1.451 0.293
C -0.063 -0.046 -0.383
C -0.926 -0.789 0.612
N -0.524 0.286 0.331
C 0.372 1.951 0.796
H 0.134 -0.153 0.080
F -0.065 0.206 -0.071
Cu 0.092 0.370 0.068
H 0.676 0.618 0.035
C -0.454 1.067 -1.806
C 1.145 1.350 0.637
H -0.345 -0.354 0.257
H 0.244 -0.041 0.072
H 0.301 0.081 0.121
C 0.270 0.199 0.216
C 0.652 -0.811 -0.191
C 1.384 -0.766 -0.340
C -0.086 1.283 -0.100
N 0.599 0.512 0.223
H 0.634 0.165 -0.433
H 0.738 -0.517 -0.763
C -1.248 -1.565 -1.085
H -0.029 0.035 0.473
C -0.409 0.517 -0.002
N 0.578 0.433 -0.075
C 1.051 -0.016 -0.342
C 0.648 -0.737 0.014
C -1.120 -0.886 -0.341
F 0.132 -1.234 0.276
F 0.260 -0.144 0.208
N -1.165 0.146 0.430
C -1.043 -0.132 -0.621
F 0.777 0.553 0.754
H 0.004 -0.189 -0.432
F -0.075 0.537 0.205
H -0.317 0.069 -0.366
H 0.227 0.120 -0.003
F -1.645 0.007 -0.099
H 0.247 -0.457 -0.323
N 0.315 -0.248 0.219
C -0.843 0.837 0.161
H 0.313 0.166 0.094
H -0.815 0.243 0.080
C -2.371 0.957 1.543
C 1.054 0.079 0.529
F 1.240 -0.261 -0.074
N -1.543 -0.226 -0.274
C -0.453 -1.033 -0.955
C 0.255 -0.145 0.132
C 0.523 1.055 0.417
C 0.794 -0.077 0.833
H -0.269 0.605 -0.044
H 0.727 -0.370 -0.154

---

Molecular formula: C28H20N4O6S2Tc
Method: DFT, ωB97M-V with the def2-TZVPD basis set

gap between HOMO and LUMO (spin up / spin down): 6.4 / 5.8 eV
max |F|: 1.26 eV Å⁻¹
spin multiplicity: 4
ΔE to the lowest compared entry with this formula, charge and spin: 27.79 kcal/mol

Each line ends with the natural charge from an NBO analysis.
Atoms and positions in Å:
C  -1.2356  -1.4968  -2.3753  0.2202
H  4.8064  -1.4767  -0.8524  0.2303
N  -0.9783  -1.5007  -1.0280  -0.4428
H  0.5510  1.2855  2.7347  0.2499
H  -1.9835  -1.3423  -6.1580  0.2324
H  3.6075  -0.5480  -1.7461  0.2259
O  -2.4017  -2.6686  4.1602  -0.4952
H  7.0698  0.8841  2.4310  0.2201
C  0.0464  -3.6445  -1.2505  -0.2628
H  5.8591  -0.2298  0.7300  0.2125
C  -1.9124  -0.3820  -2.9188  0.1140
S  -2.6397  2.0537  1.2088  0.1920
H  0.8139  2.6880  1.7202  0.2431
C  1.2866  2.0457  2.4688  -0.6476
H  6.1492  1.1813  3.9137  0.2334
H  3.7510  2.3187  3.4385  0.2181
C  -3.0512  -2.3634  3.1945  0.3961
N  -4.1944  5.2402  1.7662  -0.2607
C  -0.3686  -2.5351  -0.4920  0.0992
C  -1.6745  4.1819  -0.3871  -0.2834
H  -1.9440  1.5753  -2.2812  0.4327
C  1.3877  0.3351  0.0023  0.4467
C  3.8164  -1.0291  -0.7862  -0.6493
C  4.9328  0.2390  1.0481  -0.2491
C  3.7687  -0.0413  0.3617  0.0770
O  -5.8391  -2.4937  0.8490  -0.5035
H  -3.3169  0.7428  -1.9516  0.4280
C  -1.1241  -2.4865  -4.5876  -0.1704
C  -1.7828  5.6123  -0.6150  0.2329
C  2.5653  0.5762  0.7829  -0.1736
C  4.9455  1.1058  2.1393  0.0819
O  -5.1583  -3.5422  3.5332  -0.4463
O  -1.5786  -0.8231  1.8533  -0.6595
C  3.7460  1.6661  2.5699  -0.2393
C  -0.8421  -2.5615  -3.2042  -0.1040
H  0.1204  -4.5004  -3.2049  0.2298
H  0.5324  -4.4728  -0.7524  0.2417
H  -0.8204  -3.3043  -5.2325  0.2272
N  -1.8342  6.7430  -0.8284  -0.2710
S  -0.5297  3.4026  -1.3307  -0.1016
C  2.5462  1.4169  1.9305  0.1065
C  -4.4698  -2.8472  2.8528  0.3986
H  3.0939  -1.8363  -0.6506  0.2185
N  -2.3025  0.6721  -1.9862  -0.7869
H  6.4381  2.4982  2.7852  0.2346
H  -0.1978  -2.4860  0.5809  0.2429
C  -3.6865  -1.4424  1.1268  0.1742
C  6.2273  1.4290  2.8530  -0.6402
O  -3.4833  -0.6766  0.0620  -0.6403
C  -1.7705  -1.3992  -5.0985  -0.1879
C  -2.5263  3.6245  0.5938  -0.3033
C  -2.6860  -1.4947  2.0690  0.2064
C  -2.1737  -0.3378  -4.2546  -0.1783
C  -0.1845  -3.6563  -2.5945  -0.0898
H  1.5107  2.6422  3.3515  0.2193
C  -3.4470  4.5319  1.2494  0.2336
H  -2.6944  0.5182  -4.6708  0.2330
O  0.2555  0.6911  0.3231  -0.5602
C  -4.8348  -2.2719  1.4758  0.3943
H  1.5204  -0.1687  -0.9597  0.1459
Tc  -1.6805  0.1585  0.0381  1.0541

Forces on the atoms, in the same order (eV/Å):
C -0.017 0.075 0.126
H -0.015 0.025 0.015
N 0.169 -0.389 -0.151
H -0.003 0.009 0.006
H -0.007 0.008 0.041
H 0.013 -0.031 0.052
O 0.020 -0.039 0.093
H -0.011 0.008 0.006
C 0.034 -0.076 0.054
H -0.056 0.039 0.042
C -0.044 0.167 0.215
S 0.058 0.096 -0.173
H 0.017 -0.047 0.042
C 0.072 -0.027 -0.144
H 0.005 0.006 -0.038
H -0.010 -0.049 -0.076
C 0.196 0.053 -0.011
N 0.210 -0.206 -0.127
C 0.053 -0.011 0.102
C -0.019 0.146 -0.078
H 0.163 0.252 0.004
C 0.147 0.067 -0.112
C -0.051 0.176 0.028
C 0.145 -0.007 0.041
C -0.139 -0.017 -0.081
O -0.090 -0.026 -0.012
H -0.083 -0.050 0.110
C 0.024 -0.070 -0.086
C -0.081 -0.027 0.081
C 0.243 0.050 0.196
C 0.019 -0.029 -0.026
O -0.161 -0.195 0.155
O -0.164 -0.231 0.044
C 0.087 0.033 0.089
C 0.011 -0.002 0.028
H -0.019 0.075 0.039
H -0.017 0.047 -0.015
H -0.025 0.061 0.055
N 0.013 -0.267 0.048
S -0.080 -0.208 0.083
C -0.216 -0.030 -0.111
C 0.063 0.070 -0.039
H 0.037 0.009 -0.018
N 0.144 -0.430 -0.198
H 0.003 -0.027 -0.002
H -0.077 0.014 -0.078
C 0.289 0.421 -0.296
C -0.059 -0.010 0.016
O -0.266 -0.226 0.072
C -0.036 0.073 0.014
C -0.106 0.215 0.136
C 0.422 0.323 -0.223
C -0.010 0.030 -0.150
C -0.021 -0.036 -0.080
H 0.039 -0.013 -0.028
C 0.023 0.058 -0.005
H 0.029 -0.060 0.007
O 0.399 0.261 0.272
C -0.029 0.095 -0.197
H -0.009 -0.132 -0.053
Tc -1.223 0.006 0.299

---

Molecular formula: C28H21Br2N3O4S5Ta
Method: DFT, ωB97M-V with the def2-TZVPD basis set

total charge: -1
gap between HOMO and LUMO: 4.5 eV
max |F|: 2.32 eV Å⁻¹
ΔE to the lowest compared entry with this formula, charge and spin: 47.17 kcal/mol

Each line ends with the natural charge from an NBO analysis.
Atoms and positions in Å:
H  -2.8152  -3.5482  4.1500  0.2070
O  0.5241  -3.2164  -2.6143  -0.9448
C  -2.7854  -2.1225  -4.9792  -0.2010
O  0.8073  -0.9031  -1.8460  -0.9922
H  2.2925  -3.0473  1.2145  0.2191
C  2.7934  2.2727  3.8773  -0.2160
S  1.0737  -2.3557  -1.6073  2.4275
C  -3.1479  -3.0601  -4.0198  -0.2200
O  0.6269  -2.6260  -0.2358  -0.9608
H  -3.6760  -3.9603  -4.3080  0.2067
C  -2.8125  -2.8683  -2.6960  -0.2008
O  0.5484  1.0903  1.2667  -0.7699
S  0.5638  2.1318  -1.5309  -0.2473
N  -2.3016  -2.2648  -0.1253  -0.1103
C  2.8398  -2.5535  -1.6740  -0.9024
C  -2.0687  -1.0005  -4.5971  -0.2000
H  -1.9529  1.3380  2.1111  0.2105
H  -3.2395  -3.7687  1.6992  0.2149
C  2.6220  -2.2073  1.8114  0.0639
H  -3.9722  2.7183  2.2176  0.1979
H  -1.7710  -0.2704  -5.3385  0.2158
C  -2.3460  -2.8755  3.4431  -0.2484
H  -1.3268  -1.7386  4.9573  0.2066
C  1.4987  1.1470  2.1573  0.4084
C  -1.5016  -1.8606  3.8952  -0.1968
S  1.6020  1.6710  -3.1504  -0.0972
C  3.3458  -0.0245  3.3225  -0.0420
C  -4.2502  2.7750  0.0937  -0.2329
H  -5.1431  3.3876  0.1426  0.1972
C  -2.4509  1.6088  1.1876  -0.2363
C  -1.0791  -1.1113  1.6203  -0.4277
C  -2.0935  -1.7328  -2.3031  0.1820
C  -1.9203  1.1776  -0.0306  -0.3695
H  3.1432  -2.3262  -2.6924  0.2621
H  2.9662  3.1658  4.4599  0.2376
H  4.2165  -3.2595  2.7993  0.2167
C  3.6961  -2.3161  2.7081  -0.2545
S  3.1204  0.6003  -0.4352  -0.4406
H  3.2945  -1.8549  -0.9711  0.2796
C  -3.5923  2.3971  1.2540  -0.2176
C  -3.7439  2.3662  -1.1311  -0.2476
H  -0.2302  -0.2355  3.3875  0.2013
C  -2.5960  1.5863  -1.1831  -0.1516
Ta  -0.0302  -0.1688  -0.0898  1.9149
C  -1.7151  -0.8067  -3.2740  -0.2059
H  -4.2310  2.6638  -2.0525  0.1996
S  3.4508  0.7939  -2.3793  -0.1274
C  2.2921  -0.0157  2.3799  0.0907
Br  4.9523  1.2286  5.3604  0.0265
N  1.9625  -1.0886  1.6313  -0.3971
C  3.5700  1.1617  4.0555  -0.1106
C  4.0665  -1.2285  3.4520  -0.1525
H  -1.1122  0.0518  -3.0081  0.2454
H  4.9024  -1.2767  4.1363  0.2239
H  -3.0516  -2.2700  -6.0183  0.2058
H  -3.0767  -3.5962  -1.9456  0.2293
C  -2.5850  -3.0014  2.0947  -0.1778
N  -1.7233  -1.5113  -0.9521  -0.2687
C  -1.9664  -2.1167  1.1976  0.1053
C  1.7595  2.2579  2.9351  -0.1747
C  -0.8837  -1.0067  2.9940  -0.1620
Br  0.6651  3.7748  2.6851  0.0804
H  -2.2174  1.3202  -2.1592  0.1977
H  3.0575  -3.5902  -1.4222  0.2308

Forces on the atoms, in the same order (eV/Å):
H 0.000 -0.006 -0.017
O -0.057 0.113 0.061
C -0.006 0.026 0.047
O -0.366 -0.014 -0.320
H 0.039 -0.022 0.044
C 0.151 -0.191 0.050
S 1.310 -1.551 -1.124
C 0.015 -0.017 -0.079
O -0.358 0.683 0.374
H -0.036 0.028 0.002
C 0.167 0.191 0.388
O -0.112 0.260 0.592
S -0.818 -0.780 0.581
N -0.226 0.122 -1.153
C -0.410 0.079 0.122
C -0.070 -0.009 -0.173
H -0.040 0.035 -0.009
H -0.024 0.019 0.019
C -0.213 0.047 -0.132
H 0.036 -0.011 0.013
H 0.041 0.012 0.033
C 0.015 -0.003 0.178
H 0.016 -0.003 0.008
C 0.380 0.233 0.397
C -0.065 -0.011 -0.172
S 0.237 -0.072 -0.270
C -0.195 -0.033 -0.169
C -0.048 0.018 -0.006
H 0.008 0.000 0.005
C 0.133 -0.040 0.070
C -0.401 -0.387 -0.798
C -0.426 0.013 -1.026
C 0.497 -0.697 -0.114
H 0.015 0.043 0.015
H 0.015 0.005 -0.003
H 0.022 0.007 -0.001
C 0.088 0.123 0.130
S -0.278 0.081 0.538
H -0.003 0.072 -0.040
C -0.044 0.053 0.006
C 0.029 -0.032 0.058
H -0.008 -0.006 -0.010
C -0.141 0.048 -0.040
Ta 1.506 1.721 0.227
C 0.171 -0.073 0.327
H -0.004 0.001 -0.001
S 0.033 0.010 -0.571
C 0.215 0.035 0.110
Br 0.007 -0.015 -0.022
N -0.412 -0.026 0.004
C 0.032 0.231 0.149
C 0.036 -0.138 -0.051
H 0.054 -0.065 -0.035
H -0.020 -0.023 0.029
H 0.014 -0.020 0.003
H -0.020 -0.062 0.005
C -0.049 0.074 -0.329
N -0.231 -0.445 1.112
C 0.193 0.132 1.055
C -0.439 -0.048 -0.395
C 0.117 0.167 0.164
Br 0.093 0.020 0.070
H -0.068 0.125 0.103
H -0.098 -0.028 -0.025

---

no.,energy (eV)
1,-110113.94437
2,-71474.11983
3,-237853.98910